# 1
This record from the Open Molecules 2025 dataset describes a 2-piece molecular cluster, C4H11IN2 overall at a distorted geometry. The level of theory is wB97M-V/def2-TZVPD.

Summary:
gap between HOMO and LUMO = 8.8 eV
M = 214.050 g/mol
charge = 0
LUMO energy = 0.46 eV
E_tot = -15402.2565 eV
highest occupied orbital energy = -8.333 eV
ΔE to the lowest compared entry with this formula, charge and spin = 295.77 kJ/mol

Cartesian coordinates (Å):
C: 1.3894 -0.7036 1.4374
C: 0.4385 1.0902 -1.8557
C: 1.5097 -0.3256 -0.1119
C: 0.4220 0.6519 -0.4807
N: -0.4932 1.0349 0.2961
N: -2.2083 -1.3581 0.0202
I: -3.3738 0.1205 0.0077
H: 0.3091 -0.9334 1.6579
H: 1.9803 -1.6049 1.8062
H: 1.5921 0.2108 2.0029
H: -0.4986 0.6925 -2.2076
H: 0.4361 2.0772 -2.1111
H: 1.1995 0.5641 -2.3906
H: 2.3249 0.3800 -0.2978
H: 1.5806 -1.1455 -0.7688
H: -4.6672 -0.3327 0.8191
H: -0.3665 0.8330 1.3503
H: -1.5745 -1.2513 0.8264

=====

# 2
This record from the Open Molecules 2025 dataset describes C14H23N6O4PtSe as an isolated structure at a distorted geometry. The level of theory is wB97M-V/def2-TZVPD.

Summary:
gap between HOMO and LUMO (spin up / spin down) = 6.3 / 6.3 eV
M = 613.414 g/mol
charge = +1
LUMO energy (spin up / spin down) = -4.54 / -4.54 eV
E_tot = -100608.8531 eV
highest occupied orbital energy (spin up / spin down) = -10.802 / -10.802 eV
ΔE to the lowest compared entry with this formula, charge and spin = 186.54 kJ/mol

Cartesian coordinates (Å):
Pt: -0.3075 1.1137 -0.2047
O: 3.9414 0.9600 3.9109
C: 4.4599 0.9722 2.7086
O: 5.6441 0.9860 2.4945
C: 3.5127 0.9741 1.5425
C: 3.9621 0.9613 0.2327
N: 2.8871 1.0022 -0.5676
N: 1.7619 1.0423 0.1493
C: 2.1051 1.0171 1.4361
C: 1.0093 0.9892 2.4935
O: 1.3321 0.9387 3.6726
O: -0.1719 1.0092 2.0533
H: 2.9374 0.9527 3.9416
H: 4.9730 0.9293 -0.1200
H: 2.8589 0.9710 -1.5785
N: -2.4282 1.0144 -0.4596
C: -3.2009 1.7987 -1.4369
C: -3.1562 3.2954 -1.1269
C: -2.1171 4.0957 -1.9153
C: -0.6565 3.7220 -1.6699
N: -0.3336 3.5725 -0.2453
H: -2.6223 0.0186 -0.5798
H: -2.7335 1.2598 0.4854
H: -4.2435 1.4607 -1.4139
H: -2.8027 1.5994 -2.4333
H: -2.9993 3.4140 -0.0538
H: -4.1283 3.7275 -1.3610
H: -2.2611 5.1499 -1.6705
H: -2.3136 3.9824 -2.9834
H: -0.0287 4.4862 -2.1395
H: -0.4318 2.7598 -2.1642
H: -0.9285 4.1521 0.3381
H: 0.6292 3.8326 -0.0565
C: -1.5206 -3.7373 -2.1766
N: -0.8289 -4.2302 -1.0177
C: -0.6640 -5.5597 -0.7333
C: 0.0328 -5.6515 0.4238
N: 0.2898 -4.3791 0.8426
C: 1.0067 -4.0083 2.0299
C: -0.2346 -3.5075 -0.0439
Se: -0.0148 -1.6800 0.2380
H: -1.8462 -4.5874 -2.7737
H: -0.8611 -3.1115 -2.7787
H: -2.3955 -3.1548 -1.8855
H: -1.0535 -6.3200 -1.3776
H: 0.3657 -6.5082 0.9743
H: 1.3024 -4.9096 2.5607
H: 0.3786 -3.3868 2.6718
H: 1.8933 -3.4264 1.7668

=====

# 3
This record from the Open Molecules 2025 dataset describes C8H5FNO2S3 as an isolated structure at a distorted geometry. The level of theory is wB97M-V/def2-TZVPD.

Summary:
gap between HOMO and LUMO (spin up / spin down) = 6.1 / 4.8 eV
M = 262.332 g/mol
charge = -1
LUMO energy (spin up / spin down) = 2.45 / 2.06 eV
E_tot = -49181.5451 eV
highest occupied orbital energy (spin up / spin down) = -3.617 / -2.728 eV

Cartesian coordinates (Å):
C: -2.8536 1.2616 1.0387
C: -1.8467 0.3443 1.2954
C: -1.8285 2.0252 -0.9412
C: -0.9261 0.9147 -0.8719
C: -2.7460 2.2351 0.0395
C: -0.2723 0.7776 -2.0242
C: -0.8857 0.1500 0.3357
C: 1.8789 -0.7136 0.3713
N: 3.8541 -2.3584 -0.5302
O: 3.6579 -2.0211 1.9847
O: 1.9306 -3.3390 0.8103
F: -3.5707 3.2902 0.0318
S: -0.0302 0.7035 -3.5695
S: 0.2941 -1.1317 0.7485
S: 2.7559 -2.2005 0.8554
H: -3.5421 1.5333 1.8257
H: -1.8605 -0.2887 2.1669
H: -1.8374 2.6053 -1.8483
H: 4.6109 -1.6694 -0.4060
H: 3.2176 -2.1183 -1.3125

=====

# 4
This record from the Open Molecules 2025 dataset describes a 5-piece molecular cluster, H10O5 overall at a distorted geometry. The level of theory is wB97M-V/def2-TZVPD.

Summary:
gap between HOMO and LUMO = 11.5 eV
M = 90.075 g/mol
charge = 0
SMILES = O.O.O.O.O
LUMO energy = 0.40 eV
E_tot = -10399.2501 eV
highest occupied orbital energy = -11.104 eV
ΔE to the lowest compared entry with this formula, charge and spin = 154.32 kJ/mol

Cartesian coordinates (Å):
O: 0.5889 0.0034 2.5252
H: 1.4724 -0.2418 2.2840
H: 0.1255 -0.8678 2.3901
O: 1.6234 2.2842 -1.0088
H: 2.0839 2.2012 -1.8527
H: 0.8263 1.8731 -1.3037
O: -0.0666 -0.7709 -2.1171
H: -0.3066 -0.7550 -1.1365
H: 0.7978 -1.1448 -1.8604
O: -0.8395 -2.1116 0.3863
H: -1.5801 -2.7318 0.0502
H: -1.3685 -1.3690 0.6096
O: -1.4301 0.8478 0.3131
H: -1.4535 1.7662 0.0714
H: -0.4734 1.0168 0.6491

=====

# 5
This record from the Open Molecules 2025 dataset describes C25H43F3IrO3P2S as an isolated structure at a distorted geometry. The level of theory is wB97M-V/def2-TZVPD.

Summary:
gap between HOMO and LUMO (spin up / spin down) = 5.7 / 2.3 eV
M = 734.842 g/mol
charge = +2
LUMO energy (spin up / spin down) = -5.73 / -10.74 eV
E_tot = -73146.8367 eV
highest occupied orbital energy (spin up / spin down) = -11.405 / -13.032 eV
multiplicity = 6
ΔE to the lowest compared entry with this formula, charge and spin = 0.00 kJ/mol
⟨S²⟩ = 8.787

Cartesian coordinates (Å):
Ir: 3.3114 2.0661 -1.3240
C: 0.5848 0.1836 -0.4005
C: 0.9200 0.4788 -1.7329
C: 2.9298 0.1690 -0.4959
C: 1.7533 0.0442 0.3698
C: 2.3740 0.3586 -1.9103
C: -0.7859 -0.1841 0.0720
H: -1.5797 0.2702 -0.5379
H: -0.9504 0.0739 1.1278
H: -0.9175 -1.2773 -0.0068
C: 1.7824 -0.4427 1.7573
H: 0.9952 0.0326 2.3620
H: 2.7532 -0.2315 2.2159
H: 1.6110 -1.5326 1.8098
C: 4.1491 -0.6560 -0.2691
H: 4.0960 -1.5968 -0.8357
H: 4.2305 -0.8947 0.7934
H: 5.0634 -0.1315 -0.5713
C: 2.9418 -0.3869 -3.0760
H: 2.5243 -1.4096 -3.0939
H: 4.0317 -0.4581 -3.0270
H: 2.6652 0.1246 -4.0033
C: -0.0329 0.5170 -2.8489
H: -0.4825 -0.4770 -3.0026
H: 0.4786 0.8120 -3.7701
H: -0.8471 1.2391 -2.6856
C: -2.0453 3.2394 2.0473
C: -3.2381 2.7887 1.6341
C: -3.7804 2.9001 0.2529
C: -3.6379 4.3035 -0.3974
C: -2.5913 4.3800 -1.4605
C: -1.3824 3.8003 -1.3957
C: -0.7977 3.1639 -0.1760
C: -1.0053 3.8727 1.1876
H: -4.8522 2.6565 0.3225
H: -3.4722 5.0723 0.3732
H: -3.3439 2.1329 -0.4052
H: -1.2224 4.9382 1.0317
H: -1.7888 3.1694 3.1067
H: -3.8894 2.2777 2.3492
H: -0.0521 3.8047 1.7417
H: -1.1810 2.1399 -0.0864
H: -0.7495 3.7917 -2.2928
H: 0.2900 3.0440 -0.3419
H: -4.6062 4.5443 -0.8610
H: -2.8548 4.9648 -2.3479
P: 3.1518 4.1762 -0.9773
P: 5.1177 2.5271 -2.3954
C: 4.5926 5.1281 -1.6585
C: 5.7549 4.1590 -1.7997
H: 4.8043 5.9664 -0.9793
H: 4.2899 5.5674 -2.6244
H: 6.4973 4.5350 -2.5162
H: 6.2683 4.0052 -0.8401
C: 6.6363 1.5256 -2.4226
H: 6.4415 0.5218 -2.8128
H: 7.0776 1.4442 -1.4204
H: 7.3782 2.0121 -3.0757
C: 4.7365 2.8866 -4.1418
H: 5.4141 3.6578 -4.5263
H: 3.7042 3.2368 -4.2497
H: 4.8724 1.9710 -4.7271
C: 3.2549 4.4260 0.8202
H: 2.2939 4.1806 1.2838
H: 3.5167 5.4730 1.0494
H: 4.0228 3.7599 1.2338
C: 1.7412 5.0506 -1.7113
H: 1.6215 4.7348 -2.7577
H: 1.8939 6.1391 -1.6835
H: 0.8217 4.8143 -1.1701
F: -4.2623 -0.6316 4.8556
C: -3.2546 -0.6984 3.9511
F: -2.8270 -1.9803 3.8640
F: -3.7531 -0.3412 2.7293
S: -1.8542 0.4574 4.4183
O: -2.5533 1.7296 4.5997
O: -1.3202 -0.1664 5.6199
O: -0.9888 0.4120 3.2375

=====

# 6
This record from the Open Molecules 2025 dataset describes a 4-piece molecular cluster, C33H46BrF25NO7 overall at a distorted geometry. The level of theory is wB97M-V/def2-TZVPD.

Summary:
gap between HOMO and LUMO = 10.3 eV
M = 1123.585 g/mol
charge = +1
LUMO energy = -2.32 eV
E_tot = -188760.0022 eV
highest occupied orbital energy = -12.585 eV

Cartesian coordinates (Å):
C: -1.9188 3.7926 1.9018
C: -1.8658 3.7805 0.3809
O: -1.8978 2.4046 -0.0440
C: -1.0900 2.1914 -1.1044
O: -1.3386 2.6217 -2.1486
C: 0.1346 1.3331 -0.9282
C: 0.7379 1.3589 0.4865
C: 1.8105 2.4425 0.6818
C: 2.8271 2.2405 1.8335
C: 2.9138 3.5833 2.5794
C: 1.7593 3.7583 3.5953
C: 2.8354 0.9720 2.6872
C: 1.6089 0.5808 3.5186
C: 1.6032 -0.8782 3.9705
C: 1.2269 -1.8842 2.8763
Br: 0.1920 -0.9819 5.3555
C: 3.4992 -0.0809 1.7519
C: 4.4301 0.7289 0.8015
F: 5.7335 0.4677 0.9089
N: 4.2359 2.1133 1.2513
O: 4.7682 3.1923 0.5522
C: 4.9997 2.9389 -0.8457
C: 5.1354 4.3405 -1.5207
C: 3.7549 4.6870 -2.0953
O: 5.4524 5.3099 -0.5563
H: -2.6117 3.0143 2.1888
H: -2.2545 4.7408 2.2972
H: -0.9647 3.4852 2.3160
H: -2.7462 4.2949 0.0129
H: -0.9643 4.2891 0.0462
H: -0.2231 0.3055 -1.0868
H: 0.8846 1.5216 -1.6866
H: -0.0774 1.5877 1.1677
H: 1.0528 0.3557 0.7412
H: 1.2791 3.3625 0.8953
H: 2.2880 2.6058 -0.2824
H: 2.8583 4.4114 1.8855
H: 3.8386 3.6797 3.1509
H: 1.5719 4.8179 3.7081
H: 0.8581 3.2685 3.2469
H: 2.0480 3.3483 4.5522
H: 3.6017 1.1287 3.4557
H: 0.6473 0.7923 3.0661
H: 1.6449 1.1725 4.4237
H: 2.5169 -1.1402 4.4846
H: 0.4612 -2.5786 3.1786
H: 0.9066 -1.3828 1.9694
H: 2.1330 -2.4156 2.5947
H: 2.8406 -0.6114 1.0741
H: 4.0155 -0.8946 2.2455
H: 4.0858 0.4425 -0.1825
H: 4.7940 2.1248 2.1136
H: 4.1869 2.4345 -1.3495
H: 5.9514 2.4239 -0.9384
H: 5.8625 4.3018 -2.3251
H: 3.0590 4.8879 -1.2829
H: 3.7905 5.5551 -2.7471
H: 3.3480 3.8667 -2.6793
H: 4.8111 6.0206 -0.6315
C: -0.2035 -2.9137 -5.7113
C: -0.5952 -2.8089 -4.2253
C: -0.5753 -1.4034 -3.6314
F: 0.6607 -0.8587 -3.6761
F: -0.9348 -1.4398 -2.3188
F: 0.1806 -3.6457 -3.5008
F: -1.8720 -3.2758 -4.1108
O: 1.1329 -3.3009 -5.9778
C: 2.1199 -2.3418 -6.0032
C: 3.1589 -2.5778 -4.9068
F: 2.5843 -2.5383 -3.6827
F: 4.0977 -1.6020 -4.9482
F: 1.5958 -1.0999 -5.9395
F: 2.7402 -2.4445 -7.1955
H: -0.7993 -3.7237 -6.1240
H: -0.4938 -2.0295 -6.2793
H: -1.2722 -0.7416 -4.1520
H: 3.6422 -3.5477 -5.0375
C: -6.6317 2.7895 3.3707
C: -5.1757 2.7301 3.8540
C: -4.9768 2.3816 5.3265
F: -5.5477 3.3048 6.1263
F: -3.6469 2.3594 5.6063
F: -4.5528 3.8940 3.5560
F: -4.5551 1.7576 3.1240
O: -7.2124 4.0746 3.3013
C: -7.7738 4.5988 4.4476
C: -7.0491 5.8659 4.8977
F: -5.7489 5.6005 5.1559
F: -7.6107 6.3312 6.0347
F: -7.8209 3.6746 5.4278
F: -9.0483 4.9240 4.1490
H: -6.6177 2.4434 2.3381
H: -7.2683 2.0832 3.9035
H: -5.3940 1.3969 5.5559
H: -7.1063 6.6366 4.1259
C: -0.2388 -8.8563 -2.1037
C: -1.6200 -9.5109 -2.2431
C: -1.8772 -10.2460 -3.5565
F: -1.8036 -9.3992 -4.6085
F: -3.1235 -10.7745 -3.5398
F: -2.5793 -8.5858 -2.0215
F: -1.7249 -10.4303 -1.2429
O: -0.1765 -7.4706 -2.3852
C: -0.0189 -7.0805 -3.6947
C: -1.2250 -6.2814 -4.1868
F: -2.3547 -7.0150 -4.1138
F: -1.0692 -5.9257 -5.4899
F: 0.2345 -8.1401 -4.4888
F: 1.0731 -6.2834 -3.7412
H: 0.0215 -8.9302 -1.0492
H: 0.5343 -9.4138 -2.6321
H: -1.1592 -11.0592 -3.6976
H: -1.3650 -5.3807 -3.5978

=====

- Which of these has the lowest charge?
  C8H5FNO2S3